(1)
# C24H29NO7

The molecule C24H29NO7 (ωB97M-V with the def2-TZVPD basis set, the OMol25 dataset).

Structure (XYZ):
```
61
Properties=species:S:1:pos:R:3:lowdin_charge:R:1
C 1.0127 5.2177 -1.6534 -0.0361
C 1.3774 3.9061 -1.0230 -0.1356
C 0.8694 2.7035 -1.4121 -0.1268
C -0.0827 2.6359 -2.5650 -0.0093
C 1.2671 1.5021 -0.7146 -0.0154
C 0.7672 0.1921 -0.9484 -0.1733
O -0.2288 0.0568 -1.8713 -0.0899
C -0.7051 -1.2314 -2.1960 -0.0745
C -1.4520 -1.9868 -1.0862 -0.4435
O -1.1898 -3.1575 -0.8779 0.0604
N -2.3806 -1.3139 -0.3820 -0.0361
C -2.9057 -0.0002 -0.6708 -0.1270
C -4.3665 -0.1044 -1.1160 -0.1105
C -5.1950 -0.8063 -0.0352 -0.2312
C -6.6327 -0.9746 -0.4766 -0.5144
O -7.5912 -0.5848 0.1322 0.1182
O -6.7355 -1.6285 -1.6397 0.1130
C -4.5753 -2.1781 0.2623 -0.1090
C -3.1119 -2.0061 0.6614 -0.1224
C 1.2748 -0.8809 -0.2499 0.0893
C 2.2788 -0.7180 0.7113 -0.1933
C 2.7566 0.5511 1.0063 -0.0724
C 2.2422 1.6332 0.2900 -0.1233
O 2.7520 2.8368 0.6340 0.1374
C 2.3448 4.0027 0.0567 -0.4080
O 2.8300 5.0291 0.4752 0.1084
C 3.7764 0.7602 2.0887 -0.1116
C 3.8239 -0.4732 2.9845 -0.1118
C 3.8661 -1.7588 2.1500 -0.5430
C 5.1119 -1.8187 1.2605 -0.0014
C 3.8063 -2.9889 3.0554 -0.0131
O 2.7007 -1.8420 1.3192 0.0280
H 1.3488 5.2649 -2.6888 0.0886
H 1.5038 6.0126 -1.0974 0.0772
H -0.0630 5.3819 -1.6278 0.0876
H -1.0910 2.4351 -2.2071 0.0896
H -0.0913 3.5705 -3.1152 0.0724
H 0.1980 1.8325 -3.2398 0.0928
H -1.3870 -1.0756 -3.0390 0.1448
H 0.1125 -1.8823 -2.5278 0.1432
H -2.8420 0.6045 0.2421 0.1397
H -2.3139 0.4845 -1.4430 0.1075
H -4.4271 -0.6805 -2.0409 0.1254
H -4.7605 0.8956 -1.3034 0.1290
H -5.2034 -0.2020 0.8773 0.1570
H -7.6681 -1.7337 -1.8856 0.1375
H -4.6360 -2.8024 -0.6306 0.1299
H -5.1187 -2.6712 1.0690 0.1294
H -3.0387 -1.4224 1.5852 0.1350
H -2.6380 -2.9777 0.8089 0.1250
H 0.9190 -1.8844 -0.4069 0.1190
H 4.7567 0.9573 1.6467 0.1258
H 3.5101 1.6448 2.6699 0.1266
H 2.9250 -0.5019 3.6049 0.1318
H 4.6918 -0.4375 3.6425 0.1272
H 5.1529 -2.7799 0.7540 0.0904
H 5.0815 -1.0385 0.5045 0.0863
H 6.0090 -1.6976 1.8611 0.0935
H 4.6963 -3.0418 3.6754 0.0897
H 2.9287 -2.9420 3.6947 0.0878
H 3.7395 -3.8872 2.4479 0.0883
```

Values from the calculation:
**Gap between HOMO and LUMO**: 8.43 eV
**Total energy**: -41183.16014 eV
**SMILES**: Cc1c(C)c2c(OCC(=O)N3CCC(C(=O)O)CC3)cc3c(c2oc1=O)CCC(C)(C)O3
**E_HOMO**: -8.01 eV
**Energy above the lowest of the compared OMol25 structures with the same formula, charge and spin**: 0.00 kJ/mol
**LUMO energy**: 0.42 eV

---

(2)
# C24H29O8P2SiTcTe

A structure of composition C24H29O8P2SiTcTe in a non-equilibrium geometry (ωB97M-V with the def2-TZVPD basis set, the OMol25 dataset).

Structure (XYZ):
```
66
Properties=species:S:1:pos:R:3:lowdin_spin:R:1
Tc -1.4862 -1.4259 -0.0588 0.8832
O -1.8808 -2.9090 -2.1177 0.0080
P -3.3467 -2.6616 -1.4786 0.0100
O -4.3535 -3.5742 -1.9722 0.0054
O -2.9959 -2.5687 0.0180 0.0354
O -3.6128 -1.1283 -1.9407 0.0153
P -3.3023 0.2512 -1.1960 0.0086
O -3.7485 1.3375 -2.2207 0.0008
O -4.0208 0.3733 0.0935 0.0106
O -1.7790 0.3368 -1.0315 -0.0019
H -1.9175 -3.5699 -2.8113 0.0009
H -3.0611 1.6902 -2.7842 0.0001
C -2.2266 0.9545 2.7713 0.0001
Te -3.0555 -0.8654 1.9753 -0.0431
C -1.9288 -1.6702 3.6797 -0.0060
C -1.9624 -0.5760 4.7086 -0.0017
C -1.8657 -0.8268 6.0694 -0.0003
C -1.8752 0.2242 6.9714 -0.0002
C -1.9702 1.5290 6.5171 -0.0002
C -2.0656 1.7882 5.1586 0.0002
C -2.0858 0.7389 4.2537 -0.0007
H -2.8821 1.7929 2.5375 0.0000
H -1.2469 1.1072 2.3018 -0.0002
H -0.8949 -1.9000 3.4003 -0.0003
H -2.3919 -2.5784 4.0686 -0.0003
H -1.7702 -1.8415 6.4219 0.0000
H -1.8204 0.0254 8.0296 0.0000
H -1.9806 2.3477 7.2185 0.0000
H -2.1521 2.8038 4.8034 0.0000
C 2.5074 0.2129 1.3992 0.0000
C 3.0141 -0.3101 0.0648 -0.0016
C 4.1731 0.5192 -0.4506 -0.0006
C 3.3498 -1.7862 0.1680 -0.0004
Si 1.4516 -0.2015 -1.1831 0.0085
O 0.3428 -0.9810 -0.3253 0.0667
C 1.0454 1.6478 -1.3970 0.0042
C 0.2463 2.3204 -0.4791 0.0000
C -0.2062 3.5997 -0.7481 0.0001
C 0.1430 4.2239 -1.9357 -0.0002
C 0.9717 3.5785 -2.8374 0.0003
C 1.4302 2.3021 -2.5643 0.0006
C 1.6239 -1.0085 -2.8993 -0.0005
C 0.4365 -1.2252 -3.6031 -0.0001
C 0.4446 -1.7659 -4.8768 -0.0001
C 1.6479 -2.0977 -5.4794 0.0001
C 2.8348 -1.8916 -4.7950 0.0000
C 2.8224 -1.3528 -3.5179 0.0002
H 3.2821 0.0608 2.1497 0.0000
H 1.6141 -0.3258 1.7098 -0.0003
H 2.2826 1.2746 1.3555 0.0000
H 5.0103 0.4364 0.2435 -0.0002
H 3.9062 1.5702 -0.5275 0.0000
H 4.5188 0.1778 -1.4218 0.0000
H 4.1582 -1.9202 0.8876 -0.0003
H 3.6736 -2.2016 -0.7821 0.0000
H 2.4834 -2.3434 0.5171 -0.0001
H -0.0398 1.8175 0.4304 0.0000
H -0.8289 4.1144 -0.0329 0.0000
H -0.2246 5.2140 -2.1559 0.0000
H 1.2704 4.0698 -3.7511 0.0000
H 2.0891 1.8107 -3.2631 0.0001
H -0.4997 -0.9622 -3.1373 0.0001
H -0.4839 -1.9203 -5.4101 0.0000
H 1.6577 -2.5180 -6.4749 0.0000
H 3.7763 -2.1431 -5.2591 0.0000
H 3.7578 -1.2006 -3.0010 0.0000
```

Values from the calculation:
**Gap between HOMO and LUMO (alpha / beta)**: 4.78 / 5.38 eV
**Spin multiplicity**: 2
**Total energy**: -77685.21947 eV
**E_HOMO (alpha / beta)**: -11.46 / -11.46 eV
**Expectation value of S²**: 0.77
**Charge**: +1
**LUMO energy (alpha / beta)**: -6.68 / -6.08 eV

---

(3)
# C24H30CaN2O2P

A structure of composition C24H30CaN2O2P in a non-equilibrium geometry (ωB97M-V with the def2-TZVPD basis set, the OMol25 dataset).

Structure (XYZ):
```
60
Properties=species:S:1:pos:R:3:lowdin_charge:R:1
Ca -0.5973 -0.4214 -1.5193 1.2556
N -2.7678 -2.5290 -4.7857 0.1812
C -2.3508 -1.7626 -3.7916 -0.5254
O -1.3362 -2.0484 -3.1615 -0.1138
C -3.2530 -0.5538 -3.2338 -0.2618
C -2.5143 0.5496 -2.4838 -0.3721
H -2.2595 -3.3404 -5.0679 0.1112
H -3.4270 -2.1897 -5.5064 0.1364
H -3.8099 -1.1352 -2.4550 0.1091
H -4.0528 -0.3619 -4.0033 0.1038
H -3.2587 0.9442 -1.7057 0.0301
H -2.3443 1.3830 -3.1639 -0.0030
O 1.2612 0.6105 -2.7337 -0.1817
C 2.6744 0.2852 -2.6089 -0.1971
C 3.1555 0.6954 -1.2358 -0.1457
C 2.4501 -0.0615 -0.1139 -0.1397
C 2.2698 -1.5402 -0.3853 -0.2814
C 3.2978 -2.4431 0.0308 0.0169
C 3.1318 -3.7939 -0.2216 -0.0267
C 1.9234 -4.2048 -0.8118 -0.0555
C 1.0542 -3.2847 -1.2770 -0.1245
N 1.1804 -1.9588 -1.0168 -0.0170
H 1.1593 1.2973 -3.4042 0.1101
H 3.2122 0.7941 -3.4297 0.1392
H 2.6792 -0.7704 -2.8212 0.1123
H 2.9810 1.7509 -1.1036 0.1168
H 4.2156 0.5959 -1.2054 0.1152
H 1.4558 0.3203 0.1302 0.0475
H 2.9602 0.1199 0.8356 0.1304
H 4.1766 -2.1582 0.5431 0.1079
H 3.8908 -4.5053 0.0173 0.1097
H 1.7355 -5.2964 -0.9473 0.1305
H 0.1693 -3.5501 -1.8812 0.1114
C -2.7947 -0.1713 2.1883 -0.2474
P -1.1573 0.3169 1.4381 0.9598
C 0.0112 0.1079 2.7951 -0.4142
C 0.3720 1.1117 3.6668 -0.0699
C 1.3567 0.8909 4.6274 -0.0682
C 1.8776 -0.3514 4.7672 -0.0860
C 1.3741 -1.4044 4.0360 -0.0845
C 0.4166 -1.1991 3.0872 -0.1115
C -1.4089 2.1410 1.1532 -0.3902
C -0.4639 2.8044 0.3528 -0.0932
C -0.6341 4.2071 0.1149 -0.0468
C -1.6972 4.8993 0.7503 -0.0672
C -2.5441 4.2409 1.6248 -0.0709
C -2.4022 2.8728 1.7918 -0.0992
H -3.5762 0.3183 1.5677 0.0494
H -2.8801 0.2512 3.1992 0.0542
H -2.9990 -1.2232 2.1786 0.0285
H -0.0813 2.0802 3.4642 0.1059
H 1.7041 1.6329 5.3383 0.1157
H 2.6793 -0.5702 5.4366 0.1079
H 1.7007 -2.3805 4.2068 0.0934
H 0.0915 -2.0520 2.4800 0.1107
H 0.3590 2.2275 -0.1104 0.0792
H 0.0259 4.7323 -0.5664 0.0988
H -1.7887 5.9881 0.6165 0.1156
H -3.4104 4.7378 1.9556 0.0976
H -3.1931 2.3546 2.3578 0.1028
```

Values from the calculation:
**Gap between HOMO and LUMO**: 7.59 eV
**Total energy**: -60173.73499 eV
**E_HOMO**: -9.81 eV
**Energy above the lowest of the compared OMol25 structures with the same formula, charge and spin**: 85.20 kJ/mol
**Charge**: +1
**LUMO energy**: -2.22 eV

---

(4)
# C24H30F3O5V

A structure of composition C24H30F3O5V in a non-equilibrium geometry (ωB97M-V with the def2-TZVPD basis set, the OMol25 dataset).

Structure (XYZ):
```
63
Properties=species:S:1:pos:R:3:lowdin_spin:R:1
C 0.3520 -0.3099 -7.2082 0.0000
C 0.2118 -0.9266 -5.7870 0.0001
C -0.1630 1.1333 -7.1248 0.0000
C -0.8666 1.3249 -5.7597 0.0003
H -0.8642 1.3212 -7.9426 0.0000
H 0.6668 1.8371 -7.2388 0.0000
C -0.9830 -0.2041 -5.2023 0.0005
H 1.1355 -0.7065 -5.2321 0.0001
H 0.0700 -2.0174 -5.8453 0.0001
C -1.5398 -0.5818 -3.8031 0.0159
H -1.8114 -0.5598 -5.8476 0.0003
H -1.9280 1.5894 -5.9120 -0.0002
C -0.2647 2.5212 -5.1449 0.0043
C 1.7909 -0.4289 -7.7226 -0.0002
C -0.4094 -1.0416 -8.3286 -0.0001
O -0.9864 -0.4761 -9.2454 -0.0001
O 2.7781 -0.3400 -7.0026 -0.0001
O 1.8822 -0.6574 -9.0448 -0.0001
O -0.3218 -2.3785 -8.2674 0.0000
C -0.9223 -3.0166 -9.4068 -0.0002
H -0.7928 -4.0814 -9.2245 0.0000
H -0.3995 -2.7025 -10.3181 0.0000
H -1.9835 -2.7469 -9.4826 0.0000
C 3.2312 -0.8060 -9.5040 -0.0004
H 3.8289 0.0728 -9.2291 -0.0001
H 3.1617 -0.9096 -10.5864 -0.0001
H 3.6836 -1.7014 -9.0558 -0.0001
O -0.6670 -0.8249 -2.6865 0.0290
H -2.0975 -1.5376 -3.9139 -0.0002
H -2.2931 0.1810 -3.5010 0.0006
C -1.1349 3.5424 -4.5477 0.0001
C 1.1933 2.6748 -4.9962 0.0002
H 1.5941 3.4832 -5.6384 -0.0001
H 1.7552 1.7554 -5.2102 0.0000
H 1.4322 2.9787 -3.9628 0.0002
H -0.6913 3.9277 -3.6182 0.0002
H -2.1140 3.1190 -4.2859 0.0001
H -1.3031 4.4075 -5.2134 -0.0001
V -0.3798 -0.0550 -1.1059 1.7799
C -1.8495 0.4448 0.8216 -0.0008
C -2.7601 0.3057 -0.2659 0.0270
C -2.6122 -0.9985 -0.8151 0.0172
H -3.5061 1.0377 -0.5719 0.0033
C -1.6085 -1.6876 -0.0469 0.0201
C -1.1583 -0.7901 0.9834 -0.0035
H -0.4950 -1.0408 1.8105 0.0000
H -1.8183 1.2720 1.5241 0.0004
H -3.1978 -1.4140 -1.6260 0.0020
H -1.3328 -2.7358 -0.1569 0.0025
C 1.8650 0.9737 -0.6179 0.0542
C 1.4664 -0.0382 0.3034 0.0053
C 1.3870 -1.2816 -0.4240 -0.0126
H 1.3743 0.0952 1.3798 0.0011
C 1.7090 -1.0029 -1.7965 -0.0026
C 2.0098 0.3845 -1.9056 0.0369
H 2.3929 0.8886 -2.7909 0.0033
H 2.1904 1.9707 -0.3397 0.0041
H 1.2415 -2.2687 0.0085 -0.0004
H 1.8157 -1.7406 -2.5841 -0.0004
F 0.4104 2.9129 -1.6469 0.0046
C -0.4296 2.1693 -0.8299 0.0071
F -0.1036 2.5674 0.4614 0.0014
F -1.6752 2.6910 -1.0731 0.0003
```

Values from the calculation:
**Gap between HOMO and LUMO (alpha / beta)**: 2.00 / 1.98 eV
**Spin multiplicity**: 3
**Total energy**: -69447.28847 eV
**E_HOMO (alpha / beta)**: 2.22 / 2.24 eV
**Expectation value of S²**: 2.02
**Charge**: -2
**LUMO energy (alpha / beta)**: 4.22 / 4.23 eV

---

Which formula does entry 1 have?
C24H29NO7